# 1
DFT (ωB97M-V/def2-TZVPD) results for a gas-phase ion, C3H13N4 (charge +1) in a non-equilibrium geometry.

The geometry in XYZ format:
```
20
C3H13N4 (ωB97M-V/def2-TZVPD)
C -0.377 -1.706 -1.297
C -1.950 1.047 0.670
C 1.713 0.782 0.754
N 1.852 -0.650 0.648
N -1.136 -0.545 -1.015
N 0.606 1.194 -0.228
N -0.744 0.237 0.025
H 0.344 -2.099 -0.533
H -1.032 -2.657 -1.462
H 0.112 -1.833 -2.281
H -2.879 0.486 1.078
H -1.615 1.772 1.552
H -2.355 1.791 -0.124
H 1.545 1.082 1.794
H 2.629 1.355 0.374
H 2.420 -1.065 1.365
H 2.257 -1.032 -0.268
H -1.306 0.046 -1.778
H 0.326 2.171 -0.072
H -0.408 -0.376 0.798
```

- Highest occupied orbital energy: -13.8 eV
- HOMO-LUMO gap: 0.404 Eh
- E_LUMO: -0.1023 hartree
- Calculated total energy: -9272.019 eV
- Net charge: +1
- Energy relative to the best compared isomer or geometry (same formula, charge and spin): 127.4 kcal per mole

What are the natural (NBO) partial charges on each atom? They are as follows, in elementary charge units: -0.5007, -0.4692, -0.0867, -0.8852, -0.4119, -0.4474, -0.1084, 0.2496, 0.2303, 0.2355, 0.2778, 0.2491, 0.2406, 0.1966, 0.2180, 0.3980, 0.3935, 0.3892, 0.3779, 0.4533

***

# 2
DFT (ωB97M-V/def2-TZVPD) results for 2 unconnected molecules or ions with the total composition C3H13N4 in a non-equilibrium geometry.

The geometry in XYZ format:
```
20
C3H13N4 (ωB97M-V/def2-TZVPD)
C 0.301 1.674 0.493
N -0.914 0.954 0.543
C -2.025 1.351 1.096
N -3.206 0.673 1.187
H 0.559 1.970 -0.537
H 1.074 0.993 0.854
H 0.209 2.525 1.169
H -0.913 0.092 0.084
H -1.960 2.389 1.502
H -3.167 -0.331 0.931
H -4.044 1.029 1.621
N 1.133 -2.695 -1.075
C 1.006 -1.288 -0.771
N 2.155 -0.389 -0.958
H 1.490 -2.697 -2.031
H 2.079 -2.905 -0.606
H 0.206 -0.898 -1.434
H 0.664 -1.207 0.271
H 2.957 -0.811 -0.394
H 2.395 -0.428 -1.946
```

- Highest occupied orbital energy: -12.8 eV
- HOMO-LUMO gap: 0.341 Eh
- E_LUMO: -0.1290 hartree
- Calculated total energy: -9275.499 eV
- Net charge: +1
- Energy relative to the best compared isomer or geometry (same formula, charge and spin): 47.2 kcal per mole

What are the natural (NBO) partial charges on each atom? They are as follows, in elementary charge units: -0.4168, -0.4807, 0.4013, -0.7411, 0.2449, 0.2464, 0.2188, 0.4160, 0.2265, 0.4237, 0.4490, -0.7871, -0.0709, -0.8555, 0.3484, 0.3413, 0.1577, 0.1486, 0.3623, 0.3671